[1]
{"formula": "CHN4O", "method": "the ωB97M-V functional and the def2-TZVPD basis", "e_above_lowest_kcal_mol": 59.23, "multiplicity": 1, "orbital_gap_ev": 7.260, "total_charge": -1, "max_force_ev_per_a": 1.57, "species": ["C", "N", "N", "N", "N", "O", "H"], "positions_angstrom": [[-1.1000, -0.5410, 0.6434], [2.1323, 0.7795, 0.5999], [1.3356, 0.5625, -0.2141], [-0.8595, -0.4281, 1.7682], [0.2846, 0.2235, -0.6728], [-0.1535, 0.2022, -1.8880], [-1.6395, -0.7986, -0.2366]], "atomic_forces_ev_per_a": [[-0.2, -0.1, 0.7], [0.5, 0.2, -0.1], [1.1, 0.4, 0.8], [-0.1, -0.1, 0.6], [-1.2, -0.5, 0.2], [-0.1, 0.1, -1.6], [-0.1, 0.0, -0.6]]}


[2]
{"formula": "CHN4S2", "method": "the ωB97M-V functional and the def2-TZVPD basis", "e_above_lowest_kcal_mol": 66.12, "multiplicity": 1, "orbital_gap_ev": 7.161, "total_charge": -1, "max_force_ev_per_a": 2.74, "species": ["N", "N", "C", "N", "S", "N", "S", "H"], "positions_angstrom": [[-0.6508, -1.1931, -2.2034], [0.1621, -0.8959, -1.3823], [-0.1177, -0.1149, -0.3943], [-1.4448, 0.3071, -0.4138], [-2.0559, 1.1776, 0.8853], [-2.1250, -0.1731, -1.3583], [-3.6449, 0.1496, -1.8093], [0.4556, -0.1170, 0.4398]], "atomic_forces_ev_per_a": [[-1.6, 0.4, -0.6], [0.3, -0.7, -0.4], [-0.7, 0.4, -0.9], [-0.1, -0.6, 0.6], [-0.3, 0.8, 0.7], [1.7, -0.9, -1.7], [-0.6, 0.0, 0.0], [1.4, 0.6, 2.3]]}


[3]
{"formula": "CHN6", "method": "the ωB97M-V functional and the def2-TZVPD basis", "e_above_lowest_kcal_mol": 73.84, "multiplicity": 1, "orbital_gap_ev": [7.300, 7.299], "total_charge": -1, "max_force_ev_per_a": 5.93, "species": ["C", "N", "N", "N", "N", "N", "N", "H"], "positions_angstrom": [[0.1220, -0.0494, -0.3689], [0.3500, 1.0151, 1.1205], [1.0822, 0.4029, -1.0635], [1.2733, 1.6580, 0.6607], [1.8266, 1.3711, -0.4090], [-1.3463, -1.7653, 0.1891], [-0.9581, -0.7075, -0.4091], [-2.3497, -1.9248, 0.2803]], "atomic_forces_ev_per_a": [[3.8, 3.0, 3.1], [-2.4, -1.9, -0.7], [-0.5, -1.5, -1.3], [0.3, 0.5, 2.4], [1.6, 0.5, -2.8], [3.0, 0.6, 0.9], [-5.5, -2.2, -0.2], [-0.3, 0.9, -1.3]]}


[4]
{"formula": "CHNO", "method": "the ωB97M-V functional and the def2-TZVPD basis", "e_above_lowest_kcal_mol": 108.15, "multiplicity": 1, "orbital_gap_ev": 10.653, "total_charge": 0, "max_force_ev_per_a": 3.75, "species": ["C", "N", "O", "H"], "positions_angstrom": [[0.1742, 0.2647, 0.1811], [-0.4679, 0.3598, -0.8537], [-0.4820, -1.0425, -0.3628], [0.7757, 0.4179, 1.0354]], "atomic_forces_ev_per_a": [[-1.7, -3.0, -1.6], [0.3, 1.8, -0.2], [1.0, 0.6, 1.4], [0.4, 0.5, 0.4]]}


[5]
{"formula": "CHNO", "method": "the ωB97M-V functional and the def2-TZVPD basis", "e_above_lowest_kcal_mol": 62.47, "multiplicity": 3, "orbital_gap_ev": [7.813, 7.842], "total_charge": 0, "max_force_ev_per_a": 6.71, "species": ["C", "N", "O", "H"], "positions_angstrom": [[1.5618, 0.1378, 0.0533], [2.5680, 0.8790, 0.0556], [2.5474, -0.6868, -0.0679], [-0.3644, -0.5704, -0.0418]], "atomic_forces_ev_per_a": [[-6.7, -0.2, 0.5], [4.1, -0.1, -0.3], [2.9, 0.5, -0.2], [-0.3, -0.2, -0.1]]}


[6]
{"formula": "CHNO2S", "method": "the ωB97M-V functional and the def2-TZVPD basis", "e_above_lowest_kcal_mol": 11.10, "multiplicity": 1, "orbital_gap_ev": 10.230, "total_charge": 0, "max_force_ev_per_a": 4.49, "species": ["C", "N", "O", "O", "S", "H"], "positions_angstrom": [[-2.7699, -0.0578, -0.0417], [-1.7504, -0.5857, -0.2708], [-3.8874, 0.2658, 0.0312], [0.7339, -1.3796, -0.4709], [-0.3172, -1.1745, 0.4943], [0.0896, -0.0133, 1.1574]], "atomic_forces_ev_per_a": [[-3.8, 0.3, 0.2], [4.4, -0.9, -0.3], [0.2, 0.7, 0.4], [0.3, 0.0, -0.9], [-0.5, -0.1, 1.1], [-0.7, 0.0, -0.4]]}


[7]
{"formula": "CHNO2S", "method": "the ωB97M-V functional and the def2-TZVPD basis", "e_above_lowest_kcal_mol": 127.57, "multiplicity": 3, "orbital_gap_ev": [10.020, 6.602], "total_charge": 0, "max_force_ev_per_a": 6.17, "species": ["C", "N", "O", "O", "S", "H"], "positions_angstrom": [[-0.9939, -0.7309, 0.7206], [-1.0285, 0.4945, 0.5908], [0.3714, 0.9000, -0.7456], [1.0877, -0.1505, -1.0001], [-0.3837, -2.1375, 0.7672], [0.9469, 1.6244, -0.3329]], "atomic_forces_ev_per_a": [[0.0, 6.2, -0.3], [-2.6, -3.6, 2.1], [2.0, 1.6, -0.9], [0.7, 0.0, -0.2], [0.5, -3.2, 0.1], [-0.5, -1.1, -0.7]]}


[8]
{"formula": "CHNO3", "method": "the ωB97M-V functional and the def2-TZVPD basis", "e_above_lowest_kcal_mol": 0.67, "multiplicity": 1, "orbital_gap_ev": 9.219, "total_charge": 0, "max_force_ev_per_a": 1.82, "species": ["O", "C", "O", "N", "O", "H"], "positions_angstrom": [[1.1449, -0.1647, 2.8146], [1.0220, -0.4132, 1.7070], [0.8932, -0.6471, 0.5942], [-1.2730, 0.2110, -1.4360], [-1.5463, 1.0238, -2.2835], [-0.2408, -0.0097, -1.3964]], "atomic_forces_ev_per_a": [[0.2, 0.3, 1.7], [-0.1, 0.1, 0.1], [-0.2, -0.4, -1.8], [-0.7, 0.3, -0.2], [0.8, -0.7, 0.6], [0.0, 0.4, -0.5]]}


[9]
{"formula": "CHNO3", "method": "the ωB97M-V functional and the def2-TZVPD basis", "e_above_lowest_kcal_mol": 135.08, "multiplicity": 1, "orbital_gap_ev": [8.510, 8.512], "total_charge": 0, "max_force_ev_per_a": 4.60, "species": ["C", "N", "O", "O", "O", "H"], "positions_angstrom": [[-0.2829, 0.4463, -0.7126], [0.4211, 0.4594, 0.4546], [-1.0710, 1.2356, -1.0362], [0.8379, -0.3877, 1.2784], [0.2627, -1.4255, 1.5343], [-0.1678, -0.3282, -1.5184]], "atomic_forces_ev_per_a": [[-0.3, -4.3, -1.6], [2.0, 1.6, 1.0], [-2.4, 3.6, -0.1], [1.2, 2.7, -0.5], [-1.8, -3.1, 0.0], [1.3, -0.5, 1.1]]}


[10]
{"formula": "CHNO3", "method": "the ωB97M-V functional and the def2-TZVPD basis", "e_above_lowest_kcal_mol": 11.44, "multiplicity": 1, "orbital_gap_ev": [9.007, 9.006], "total_charge": 0, "max_force_ev_per_a": 5.34, "species": ["O", "C", "O", "N", "O", "H"], "positions_angstrom": [[1.1706, -0.3850, -2.7492], [1.7463, -1.0751, -2.0435], [2.2429, -1.8516, -1.3819], [0.6041, -0.3374, 0.2445], [0.3014, -1.0258, 1.1590], [-0.0321, -0.1356, -0.4554]], "atomic_forces_ev_per_a": [[-0.9, 1.7, -1.2], [-0.4, -0.3, -0.6], [1.6, -1.7, 1.6], [4.8, 0.7, 2.2], [-1.4, -0.4, 0.0], [-3.7, -0.1, -1.9]]}


[11]
{"formula": "CHNO3S", "method": "the ωB97M-V functional and the def2-TZVPD basis", "e_above_lowest_kcal_mol": 119.39, "multiplicity": 1, "orbital_gap_ev": 10.219, "total_charge": 0, "max_force_ev_per_a": 4.55, "species": ["C", "N", "O", "O", "O", "S", "H"], "positions_angstrom": [[0.1833, -1.2636, -2.7055], [0.6146, -0.2239, -1.1602], [0.8159, -1.4983, -1.5570], [-0.1766, 0.0164, -2.2963], [-0.3355, -0.3499, 0.0458], [-0.0310, -2.0823, -4.0325], [-0.7117, 0.5896, 0.3132]], "atomic_forces_ev_per_a": [[-1.1, 0.8, -0.6], [-1.3, 2.8, 3.4], [1.0, -2.3, 0.8], [-0.2, -0.4, -0.8], [0.0, 1.7, -1.1], [0.0, -0.2, -0.3], [1.6, -2.4, -1.3]]}


[12]
{"formula": "CHNO3S", "method": "the ωB97M-V functional and the def2-TZVPD basis", "e_above_lowest_kcal_mol": 133.24, "multiplicity": 1, "orbital_gap_ev": [7.548, 7.547], "total_charge": 0, "max_force_ev_per_a": 5.18, "species": ["C", "N", "O", "O", "O", "S", "H"], "positions_angstrom": [[1.2004, -0.5586, 0.3712], [1.7887, 0.3319, 0.8974], [0.8106, -1.5549, -0.0454], [-1.6456, 1.4038, -0.5087], [-1.8176, 0.2830, -1.2214], [-1.9688, -1.1231, -0.5718], [1.6322, 1.2179, 1.0787]], "atomic_forces_ev_per_a": [[0.9, 0.9, 1.0], [1.2, -4.1, -0.7], [-1.0, -1.7, -1.1], [-0.2, -1.7, -0.7], [0.2, 1.6, 0.4], [-0.1, 0.0, 0.3], [-1.0, 5.0, 0.9]]}